{"formula": "C14H16O", "method": "the ωB97M-V functional and the def2-TZVPD basis", "e_lumo_ev": 0.844, "charge": 0, "relative_energy_kj_mol": 149.42, "species": ["C", "C", "C", "C", "C", "O", "C", "C", "H", "H", "H", "H", "H", "H", "H", "H", "C", "C", "C", "C", "C", "C", "C", "H", "H", "H", "H", "H", "H", "H", "H"], "coordinates": [[2.15, 0.82, -0.42], [0.95, 1.48, 0.17], [-0.08, 1.92, -0.72], [-1.15, 2.61, -0.23], [-1.29, 2.79, 1.16], [-2.24, 3.60, 1.71], [-0.32, 2.30, 2.04], [0.80, 1.64, 1.52], [2.97, 0.82, 0.29], [2.46, 1.22, -1.39], [1.87, -0.19, -0.80], [-0.01, 1.59, -1.76], [-1.98, 2.96, -0.88], [-2.48, 4.23, 1.03], [-0.32, 2.69, 3.08], [1.27, 0.93, 2.21], [-0.17, -2.71, -2.57], [-0.22, -2.27, -1.14], [0.57, -2.96, -0.26], [0.64, -2.57, 1.08], [-0.06, -1.44, 1.49], [-1.00, -0.79, 0.63], [-1.01, -1.20, -0.67], [-0.24, -3.82, -2.56], [0.70, -2.40, -3.15], [-1.10, -2.45, -3.13], [1.19, -3.74, -0.68], [1.05, -3.19, 1.88], [0.30, -0.91, 2.35], [-1.50, 0.02, 1.15], [-1.74, -0.96, -1.42]], "lowdin_charge": [-0.05, -0.31, -0.06, -0.03, -0.34, 0.04, -0.02, -0.08, 0.08, 0.08, 0.08, 0.13, 0.12, 0.10, 0.13, 0.11, -0.06, -0.31, -0.07, -0.08, -0.09, -0.07, -0.06, 0.08, 0.08, 0.08, 0.11, 0.11, 0.09, 0.10, 0.10]}

=====

{"formula": "C14H16O", "method": "the ωB97M-V functional and the def2-TZVPD basis", "e_lumo_ev": 0.798, "charge": 0, "relative_energy_kj_mol": 137.13, "species": ["C", "C", "C", "C", "C", "O", "C", "C", "H", "H", "H", "H", "H", "H", "H", "H", "C", "C", "C", "C", "C", "C", "C", "H", "H", "H", "H", "H", "H", "H", "H"], "coordinates": [[-2.96, 2.42, 0.27], [-2.25, 1.12, 0.56], [-1.83, 0.93, 1.87], [-1.04, -0.20, 2.13], [-0.89, -1.21, 1.21], [0.12, -2.15, 1.37], [-1.48, -1.05, -0.05], [-2.08, 0.14, -0.41], [-4.04, 2.44, 0.37], [-2.87, 2.72, -0.78], [-2.55, 3.24, 0.85], [-1.92, 1.69, 2.62], [-0.40, -0.24, 3.01], [-0.29, -3.01, 1.21], [-1.31, -1.77, -0.85], [-2.49, 0.27, -1.40], [1.45, -1.47, -2.67], [1.46, -0.77, -1.38], [2.04, -1.34, -0.24], [2.40, -0.65, 0.91], [2.35, 0.75, 0.97], [1.96, 1.36, -0.22], [1.58, 0.62, -1.32], [0.87, -1.00, -3.47], [0.91, -2.43, -2.56], [2.38, -1.77, -3.13], [2.12, -2.41, -0.07], [2.59, -1.20, 1.82], [2.80, 1.28, 1.80], [1.94, 2.45, -0.18], [1.44, 1.22, -2.23]], "lowdin_charge": [-0.07, -0.28, -0.03, -0.02, -0.31, -0.01, -0.03, -0.04, 0.08, 0.08, 0.07, 0.11, 0.12, 0.12, 0.11, 0.11, -0.07, -0.28, -0.08, -0.11, -0.07, -0.09, -0.07, 0.08, 0.08, 0.08, 0.11, 0.10, 0.10, 0.10, 0.11]}

=====

{"formula": "C14H16O2", "method": "the ωB97M-V functional and the def2-TZVPD basis", "e_lumo_ev": 0.773, "charge": 0, "relative_energy_kj_mol": 210.81, "species": ["C", "C", "C", "C", "C", "O", "C", "C", "H", "H", "H", "H", "H", "H", "H", "H", "C", "C", "C", "C", "C", "O", "C", "C", "H", "H", "H", "H", "H", "H", "H", "H"], "coordinates": [[-2.89, -2.64, -2.15], [-1.45, -2.60, -1.53], [-0.60, -1.43, -1.90], [0.72, -1.35, -1.53], [1.12, -2.33, -0.56], [2.50, -2.22, -0.35], [0.36, -3.34, -0.19], [-0.94, -3.47, -0.68], [-2.93, -3.61, -2.89], [-2.92, -1.70, -2.66], [-3.60, -2.86, -1.32], [-1.08, -0.58, -2.54], [1.44, -0.60, -1.86], [2.96, -2.78, 0.31], [0.67, -4.19, 0.49], [-1.53, -4.33, -0.37], [-2.71, 2.03, 1.25], [-1.22, 2.24, 1.29], [-0.32, 1.36, 0.62], [1.01, 1.51, 0.35], [1.59, 2.62, 0.94], [2.93, 2.83, 0.85], [0.75, 3.55, 1.66], [-0.61, 3.36, 1.85], [-3.31, 2.40, 2.27], [-2.89, 0.98, 1.09], [-3.10, 2.58, 0.46], [-0.78, 0.36, 0.35], [1.56, 0.78, -0.26], [3.32, 3.14, 1.70], [1.24, 4.35, 2.26], [-1.27, 4.01, 2.41]], "lowdin_charge": [-0.05, -0.28, -0.04, -0.04, -0.32, 0.00, -0.05, -0.10, 0.13, 0.03, 0.08, 0.14, 0.12, 0.12, 0.14, 0.12, -0.06, -0.29, -0.06, -0.01, -0.32, 0.02, -0.02, -0.07, 0.14, 0.06, 0.04, 0.12, 0.10, 0.13, 0.11, 0.11]}

=====

{"formula": "C14H16O2", "method": "the ωB97M-V functional and the def2-TZVPD basis", "e_lumo_ev": 0.707, "charge": 0, "relative_energy_kj_mol": 165.26, "species": ["C", "C", "C", "C", "C", "O", "C", "C", "H", "H", "H", "H", "H", "H", "H", "H", "C", "C", "C", "C", "C", "O", "C", "C", "H", "H", "H", "H", "H", "H", "H", "H"], "coordinates": [[-3.25, -3.63, 2.91], [-1.99, -2.89, 3.36], [-1.38, -1.86, 2.64], [-0.32, -1.10, 3.12], [0.42, -1.65, 4.16], [1.61, -1.10, 4.55], [-0.04, -2.77, 4.80], [-1.33, -3.32, 4.51], [-3.67, -4.29, 3.67], [-3.02, -4.01, 1.92], [-4.02, -2.86, 2.67], [-1.76, -1.30, 1.77], [-0.08, -0.18, 2.63], [1.99, -1.34, 5.41], [0.53, -3.43, 5.48], [-1.56, -4.32, 4.87], [2.25, -0.15, -3.98], [1.48, 1.15, -4.05], [0.16, 1.17, -3.62], [-0.63, 2.32, -3.44], [0.05, 3.50, -3.58], [-0.54, 4.72, -3.35], [1.39, 3.51, -3.98], [2.11, 2.38, -4.33], [3.07, 0.03, -3.28], [2.75, -0.38, -4.93], [1.65, -0.99, -3.67], [-0.35, 0.21, -3.55], [-1.65, 2.22, -3.11], [-1.06, 4.86, -2.56], [1.95, 4.40, -3.66], [3.17, 2.40, -4.53]], "lowdin_charge": [-0.05, -0.29, -0.06, -0.01, -0.34, 0.03, -0.03, -0.04, 0.08, 0.07, 0.08, 0.12, 0.11, 0.11, 0.12, 0.11, -0.06, -0.29, -0.06, -0.01, -0.34, 0.03, -0.03, -0.04, 0.08, 0.08, 0.07, 0.11, 0.11, 0.10, 0.13, 0.11]}

=====

{"formula": "C14H17Br6F9O6", "method": "the ωB97M-V functional and the def2-TZVPD basis", "e_lumo_ev": -0.760, "charge": 0, "relative_energy_kj_mol": 320.04, "species": ["C", "Br", "Br", "Br", "H", "C", "Br", "Br", "Br", "H", "C", "C", "O", "C", "O", "C", "F", "F", "F", "H", "H", "H", "H", "H", "C", "C", "O", "C", "O", "C", "F", "F", "F", "H", "H", "H", "H", "H", "C", "C", "O", "C", "O", "C", "F", "F", "F", "H", "H", "H", "H", "H"], "coordinates": [[1.13, -3.24, -11.19], [2.80, -4.32, -10.87], [-0.47, -4.01, -10.33], [0.90, -3.15, -13.17], [1.36, -2.25, -10.81], [-0.98, 3.09, -4.92], [0.35, 1.70, -5.64], [-0.59, 4.91, -5.73], [-0.83, 2.96, -2.98], [-2.01, 2.79, -5.15], [-9.16, 4.15, 6.00], [-7.97, 3.85, 6.97], [-6.94, 3.32, 6.23], [-5.99, 4.07, 5.54], [-6.10, 5.19, 5.14], [-4.67, 3.29, 5.48], [-4.15, 3.10, 4.26], [-3.82, 4.04, 6.13], [-4.56, 2.26, 6.21], [-9.82, 4.84, 6.52], [-9.66, 3.20, 5.78], [-8.78, 4.51, 5.04], [-8.30, 3.11, 7.70], [-7.58, 4.76, 7.43], [5.39, 4.62, -0.27], [4.90, 4.09, 1.04], [5.48, 4.82, 2.05], [5.03, 4.86, 3.30], [4.08, 4.27, 3.73], [5.90, 5.77, 4.24], [6.60, 6.69, 3.56], [5.04, 6.48, 5.00], [6.70, 4.98, 5.02], [6.48, 4.66, -0.29], [5.08, 5.66, -0.22], [4.98, 4.06, -1.11], [5.07, 3.03, 1.24], [3.82, 4.19, 1.15], [1.81, -6.75, -3.40], [1.87, -7.29, -1.87], [2.10, -8.64, -1.91], [0.94, -9.51, -2.04], [-0.28, -9.16, -2.17], [1.37, -10.99, -1.76], [2.63, -11.05, -1.38], [0.63, -11.34, -0.73], [1.09, -11.83, -2.79], [1.98, -5.68, -3.41], [0.90, -7.07, -3.92], [2.68, -7.14, -3.93], [0.88, -7.00, -1.53], [2.67, -6.92, -1.23]], "lowdin_charge": [-1.49, 0.49, 0.53, 0.50, -0.03, -1.44, 0.45, 0.49, 0.53, -0.03, -0.04, -0.22, -0.02, -0.32, 0.18, -0.64, 0.17, 0.18, 0.23, 0.08, 0.07, 0.07, 0.13, 0.13, -0.05, -0.26, 0.03, -0.37, 0.17, -0.49, 0.16, 0.15, 0.14, 0.08, 0.09, 0.09, 0.14, 0.13, -0.04, -0.23, -0.03, -0.19, 0.10, -0.56, 0.19, 0.18, 0.15, 0.06, 0.07, 0.06, 0.11, 0.13]}

=====

{"formula": "C14H17Br6F9O6", "method": "the ωB97M-V functional and the def2-TZVPD basis", "e_lumo_ev": -0.018, "charge": 0, "relative_energy_kj_mol": 0.00, "species": ["C", "C", "O", "C", "O", "C", "F", "F", "F", "H", "H", "H", "H", "H", "C", "C", "O", "C", "O", "C", "F", "F", "F", "H", "H", "H", "H", "H", "C", "C", "O", "C", "O", "C", "F", "F", "F", "H", "H", "H", "H", "H", "C", "Br", "Br", "Br", "H", "C", "Br", "Br", "Br", "H"], "coordinates": [[-6.27, 22.81, -20.27], [-7.68, 23.00, -20.75], [-8.53, 21.89, -20.37], [-9.11, 21.98, -19.19], [-9.00, 22.86, -18.39], [-9.98, 20.73, -18.90], [-9.39, 20.03, -17.92], [-11.19, 21.09, -18.48], [-10.11, 19.93, -19.95], [-5.72, 23.74, -20.40], [-5.77, 22.02, -20.83], [-6.25, 22.48, -19.23], [-7.77, 23.08, -21.83], [-8.12, 23.91, -20.35], [-12.30, 24.47, -16.69], [-12.58, 23.16, -16.01], [-13.97, 22.81, -16.06], [-14.76, 23.37, -15.16], [-14.43, 24.09, -14.27], [-16.22, 22.94, -15.40], [-16.63, 23.34, -16.61], [-16.33, 21.59, -15.35], [-17.02, 23.45, -14.49], [-11.24, 24.62, -16.89], [-12.71, 25.30, -16.11], [-12.79, 24.52, -17.67], [-12.25, 23.18, -14.97], [-12.03, 22.35, -16.48], [-17.29, 17.28, -16.48], [-17.10, 17.99, -17.80], [-17.72, 19.29, -17.81], [-19.03, 19.34, -17.76], [-19.80, 18.43, -17.81], [-19.53, 20.79, -17.58], [-20.41, 21.11, -18.53], [-20.15, 20.88, -16.40], [-18.54, 21.69, -17.59], [-16.72, 16.35, -16.50], [-18.34, 17.05, -16.31], [-16.92, 17.90, -15.66], [-17.54, 17.40, -18.61], [-16.05, 18.16, -18.00], [-14.99, 26.36, -21.13], [-14.74, 24.89, -22.35], [-14.72, 25.80, -19.31], [-16.70, 27.22, -21.35], [-14.26, 27.11, -21.38], [-14.78, 27.92, -14.81], [-15.17, 27.81, -12.93], [-14.41, 29.73, -15.37], [-16.20, 27.15, -15.86], [-13.87, 27.36, -15.00]], "lowdin_charge": [-0.05, -0.19, 0.04, -0.41, 0.16, -0.55, 0.16, 0.17, 0.17, 0.08, 0.08, 0.08, 0.13, 0.12, -0.05, -0.19, 0.04, -0.41, 0.16, -0.55, 0.15, 0.15, 0.19, 0.08, 0.07, 0.02, 0.13, 0.11, -0.06, -0.18, 0.04, -0.41, 0.17, -0.54, 0.17, 0.17, 0.16, 0.08, 0.07, 0.08, 0.13, 0.12, -1.65, 0.57, 0.59, 0.58, -0.03, -1.64, 0.59, 0.56, 0.57, -0.05]}

=====

no.,HOMO-LUMO gap (eV)
1,9.022
2,9.326
3,8.985
4,9.136
5,9.678
6,10.092